[1]
16
Properties=species:S:1:pos:R:3 method="wB97M-V/def2-TZVPD" lumo_energy_ev=-0.153 relative_energy_kcal_mol=130.4 homo_lumo_gap_ev=8.75 homo_energy_ha=-0.327 total_energy_ev=-7389.1124
C 2.53312 0.39661 -0.27239
C 1.60549 0.69667 0.82673
C -0.76806 -0.18519 -0.41423
C -2.26538 -0.44549 -0.63924
O -2.43957 -0.90134 0.70637
C -1.09224 -0.52795 1.04733
H 2.46935 0.95882 -1.21456
H 3.44600 0.76483 0.25154
H 2.70323 -0.66980 -0.45209
H 1.30824 1.76101 0.69354
H -0.42727 0.83564 -0.61769
H -0.10716 -0.89774 -0.91429
H -2.51762 -1.21827 -1.37536
H -2.85874 0.45536 -0.84777
H -1.06286 0.32898 1.73026
H -0.52655 -1.35215 1.49186

[2]
17
Properties=species:S:1:pos:R:3 method="wB97M-V/def2-TZVPD" lumo_energy_ev=-0.100 smiles="CC1(O)C=CC(=O)C=C1" relative_energy_kcal_mol=31.7 homo_lumo_gap_ev=9.65 homo_energy_ha=-0.358 total_energy_ev=-11482.1836
C 1.45259 -0.07407 1.11419
C 0.77129 0.06700 -0.27568
C -0.02687 -1.18258 -0.38082
C -1.34512 -1.19683 -0.21921
C -2.13260 0.03807 -0.17765
C -1.42481 1.30083 -0.18797
C -0.09847 1.30569 -0.19702
H 0.71991 0.08617 1.92977
H 2.06199 -0.98230 1.26250
H 2.22793 0.79908 1.11408
H 2.35704 -0.59219 -1.26266
H 0.63099 -2.03099 -0.39623
H -1.91381 -2.15167 -0.30800
H -2.03128 2.22810 -0.15282
H 0.38592 2.27332 -0.37287
O 1.72494 0.18376 -1.31905
O -3.35967 -0.07139 -0.17056

[3]
13
Properties=species:S:1:pos:R:3 method="wB97M-V/def2-TZVPD" lumo_energy_ev=0.150 smiles="NB(O)OC(=O)NO" relative_energy_kcal_mol=22.8 homo_lumo_gap_ev=10.09 homo_energy_ha=-0.365 total_energy_ev=-12965.9133
N 1.95022 -0.17363 0.56972
B 1.06720 0.53310 -0.28142
O 1.25289 0.49818 -1.64173
O 0.05019 1.36089 0.25158
C -1.06059 0.74570 0.70061
O -1.43241 0.84278 1.83726
N -1.79115 -0.01825 -0.24655
O -1.38923 -1.39118 -0.26043
H 1.55727 -0.28552 1.49174
H 2.14835 -1.08559 0.18730
H 0.42672 0.23235 -2.04572
H -1.69936 0.34352 -1.18239
H -1.08011 -1.60236 0.62003

[4]
79
Properties=species:S:1:pos:R:3 method="wB97M-V/def2-TZVPD" lumo_energy_ev=-5.622 homo_lumo_gap_ev=5.92 homo_energy_ha=-0.424 total_energy_ev=-138995.8815 total_charge=+1
C -6.34070 3.61672 1.43018
C -5.56693 2.95381 2.54463
C -6.03679 1.44431 3.00938
O -6.75909 0.74712 2.08846
O -5.73288 0.88374 4.36589
C -4.31824 0.43442 4.37586
C -4.22033 -1.13779 4.93115
C -4.48086 -2.25919 3.76443
C -3.23976 -2.47694 2.71622
C -1.83858 -1.73342 3.12862
C -0.78566 -1.99991 1.85650
C -0.49382 -0.65486 0.96342
C 1.10559 -0.39162 0.55144
F 2.20236 -1.31783 0.96213
C 1.41674 0.95238 -0.34824
C 3.01340 1.24072 -0.74295
C 3.58884 2.18480 0.51164
O 3.43170 3.51185 0.39507
Br 4.42426 1.33882 2.12691
C 0.20507 1.94816 -0.82534
C 0.51307 3.28531 -1.78140
C 0.57411 2.69543 -3.34550
C -0.39138 1.39278 -3.58264
O -0.75266 1.16700 -5.02197
C -2.13937 0.60446 -4.90371
C -3.47303 1.56350 -4.99145
O -2.29121 -0.72586 -4.66923
N -1.22803 1.65338 -0.39302
F -2.18659 2.55804 -0.79668
C -1.63365 0.42702 0.44816
O -3.05094 0.26269 0.81245
N -3.83913 0.08747 -0.26239
O -3.26905 -0.52456 -1.15265
H -6.68498 2.96522 0.50028
H -6.62252 4.75475 1.41361
H -4.67687 3.56797 3.00289
H -3.95952 0.39630 3.26208
H -3.59314 1.14777 4.95614
H -5.12463 -1.24435 5.70317
H -3.22067 -1.26001 5.52800
H -5.42719 -1.90592 3.13915
H -4.73675 -3.27701 4.28225
H -3.59575 -2.16169 1.64120
H -2.99972 -3.64283 2.68164
H -1.92190 -0.58417 3.33125
H -1.29313 -2.21778 4.07383
H 0.21560 -2.48650 2.24937
H -1.27278 -2.79641 1.13536
H 3.63592 0.24877 -0.80665
H 3.05964 1.78823 -1.78098
H -0.33819 4.09530 -1.68886
H 1.55428 3.71702 -1.46021
H 1.69592 2.35243 -3.53989
H 0.35431 3.54762 -4.12206
H -1.43894 1.60710 -3.05174
H 0.09121 0.37272 -3.20919
H -4.43454 0.88693 -5.07010
H -3.53371 2.19020 -3.97779
H -3.44206 2.24343 -5.94291
C 7.37670 0.47239 -3.72927
C 6.66245 0.45675 -2.42110
O 5.50006 1.21383 -2.67124
C 5.23740 1.03293 -3.99598
O 4.17120 1.29984 -4.52499
O 6.31271 0.50811 -4.65911
F 7.38546 1.08841 -1.46930
H 8.00257 1.36159 -3.85961
H 7.99573 -0.41684 -3.87581
H 6.38267 -0.54377 -2.07440
C 4.26893 -3.60078 0.96436
C 3.84561 -4.95826 1.41126
O 5.03627 -5.71049 1.35324
C 6.03499 -4.81138 1.57871
O 7.17756 -5.11790 1.87611
O 5.59822 -3.52256 1.43851
F 2.95902 -5.49673 0.54426
H 4.26548 -3.49334 -0.12552
H 3.65122 -2.80908 1.39684
H 3.43937 -4.98974 2.42787

[5]
10
Properties=species:S:1:pos:R:3 method="wB97M-V/def2-TZVPD" lumo_energy_ev="-0.053 / 0.048" relative_energy_kcal_mol=175.9 homo_lumo_gap_ev="7.35 / 7.74" homo_energy_ha="-0.272 / -0.283" total_energy_ev=-8091.6867
C -1.78601 1.48999 -0.98998
C 0.98340 -1.23648 0.16099
N -1.09671 1.11421 0.01651
N -0.12875 -0.80263 -0.65926
N -0.13826 0.28059 0.01233
N 0.92846 0.10764 0.89279
H -2.90259 1.75433 -0.68136
H 0.48641 -1.94718 0.88466
H 2.01614 -1.56339 -0.23239
H 1.63791 0.80293 0.59571

[6]
13
Properties=species:S:1:pos:R:3 method="wB97M-V/def2-TZVPD" lumo_energy_ev="-1.133 / -1.132" smiles="C=P#Cn1ccnc1" relative_energy_kcal_mol=99.7 homo_lumo_gap_ev="7.52 / 7.52" homo_energy_ha="-0.318 / -0.318" total_energy_ev=-17529.1217
C 1.45501 -1.99768 -1.36985
C 1.19361 -0.65896 -1.03446
C -0.21231 -2.03167 -0.02592
C -0.59912 0.17736 0.65515
C -1.46907 3.18406 1.41316
N 0.58649 -2.79332 -0.78331
N 0.08613 -0.68542 -0.19333
P -0.82754 1.76962 0.66291
H 2.23289 -2.47136 -1.96354
H 1.51126 0.36796 -1.11222
H -0.86970 -2.32947 0.84784
H -2.33800 3.66959 0.96025
H -0.74965 3.79928 1.94331